The molecule C5H10O2. Source: the Open Molecules 2025 dataset; level of theory: wB97M-V/def2-TZVPD.

Values from the calculation:
- HOMO-LUMO gap (hartree) = 0.392
- M (g mol⁻¹) = 102.1
- calculated total energy (eV) = -9440.316
- SMILES = CO[C@H]1CO[C@H]1C
- ΔE to the lowest compared entry with this formula, charge and spin (kJ/mol) = 263.1

Structure (ORCA input):
```
! RIJCOSX wB97M-V def2-TZVPD def2/J DEFGRID3
* xyz 0 1
C 2.0883 1.0792 -0.3922
O 0.6998 0.9100 -0.1489
C 0.2444 -0.3998 -0.4115
C 0.4262 -1.2359 0.8641
O -0.9815 -1.3845 1.0505
C -1.2712 -0.6565 -0.1546
C -2.1593 0.5444 0.0484
H 2.6989 0.1713 -0.2327
H 2.2155 1.4297 -1.4231
H 2.4786 1.8435 0.2908
H 0.6115 -0.7352 -1.3907
H 0.8494 -0.5425 1.5961
H 0.9520 -2.1946 0.8984
H -1.7309 -1.3622 -0.8648
H -2.3720 0.9994 -0.9249
H -3.1097 0.2646 0.5180
H -1.6400 1.2691 0.6771
*
```

A structure of composition C9H21BaF3O3P2. Source: the Open Molecules 2025 dataset; level of theory: wB97M-V/def2-TZVPD.

Values from the calculation:
- HOMO-LUMO gap (hartree) = 0.215
- M (g mol⁻¹) = 433.5
- calculated total energy (eV) = -43235.488
- ΔE to the lowest compared entry with this formula, charge and spin (kJ/mol) = 73.1

Structure (ORCA input):
```
! RIJCOSX wB97M-V def2-TZVPD def2/J DEFGRID3
* xyz 0 1
Ba 0.4605 -0.1685 -0.4207
H 3.4776 -0.7772 -1.8990
H 3.2291 -1.4887 -1.8922
P 1.2580 2.4964 -0.5901
P -0.5855 -2.7543 -0.5127
C -0.4257 -3.5024 1.1112
H -1.0195 -4.4244 0.9780
H 0.6431 -3.6943 1.3437
H -0.8311 -2.8245 1.8935
C -2.3003 -2.4148 -0.9690
H -2.3464 -1.8957 -1.9517
H -2.7096 -3.4365 -0.9992
H -2.7883 -1.7609 -0.2131
C 0.2991 -3.6464 -1.8083
H 1.3587 -3.7944 -1.5080
H -0.2831 -4.5782 -1.8722
H 0.2950 -3.0529 -2.7504
C -0.3314 3.3091 -0.8744
H -0.0152 4.3598 -0.9705
H -0.8134 2.9125 -1.7953
H -1.0263 3.1299 -0.0251
C 2.0444 3.0042 0.9404
H 3.0080 2.4696 1.0725
H 2.1622 4.0889 0.7727
H 1.3928 2.7580 1.8057
C 2.3361 2.6247 -2.0349
H 1.8506 2.1520 -2.9191
H 2.4577 3.7140 -2.1307
H 3.2872 2.0842 -1.8414
C 1.7605 -0.6007 1.9912
O 2.4570 -0.8349 2.9020
H -0.7159 0.2595 -2.9680
F -3.5264 0.1008 3.6998
C -3.0836 1.0950 2.8752
F -4.0423 1.3710 1.9500
F -2.8407 2.2139 3.6191
C -1.6856 0.6134 2.1755
O -0.7631 0.3436 2.9115
O -1.6443 0.5493 0.9039
*
```

The molecule C17H31NO3. Source: the Open Molecules 2025 dataset; level of theory: wB97M-V/def2-TZVPD.

Values from the calculation:
- HOMO-LUMO gap (hartree) = 0.376
- M (g mol⁻¹) = 297.4
- calculated total energy (eV) = -25766.531
- SMILES = CCCCCCNC(=O)[C@@H](C(=O)OCC)C1CCCCC1
- ΔE to the lowest compared entry with this formula, charge and spin (kJ/mol) = 44.9

Structure (ORCA input):
```
! RIJCOSX wB97M-V def2-TZVPD def2/J DEFGRID3
* xyz 0 1
C -0.7375 5.3022 -4.2595
C 0.2170 4.2245 -3.7591
C 0.0484 2.9220 -4.5386
C 1.0839 1.8543 -4.1815
C 1.0678 1.3996 -2.7220
H 1.8564 0.6559 -2.5837
H 1.2892 2.2409 -2.0623
C -0.2605 0.7646 -2.3077
N -0.1895 0.2074 -0.9749
C -0.0260 -1.1094 -0.7569
O -0.0675 -1.9607 -1.6184
C 0.1610 -1.4702 0.7276
C 1.3221 -0.6867 1.2865
O 1.3717 0.5220 1.3245
O 2.2941 -1.4860 1.7109
C 3.4594 -0.8725 2.2687
C 3.2515 -0.5205 3.7345
H 2.9570 -1.4045 4.2950
H 2.4754 0.2353 3.8296
H 4.1753 -0.1280 4.1493
H 4.2525 -1.6128 2.1491
H 3.6964 0.0273 1.6917
H 0.3897 -2.5373 0.7835
C -1.1210 -1.1638 1.5287
C -2.3209 -1.8971 0.9295
C -3.5862 -1.6033 1.7299
C -3.4038 -2.0104 3.1883
C -2.2094 -1.2803 3.7931
C -0.9425 -1.5706 2.9931
H -0.7150 -2.6378 3.0457
H -0.1014 -1.0271 3.4297
H -2.0679 -1.5894 4.8309
H -2.4015 -0.2048 3.7880
H -4.3074 -1.7807 3.7567
H -3.2368 -3.0883 3.2454
H -4.4295 -2.1425 1.2943
H -3.8092 -0.5350 1.6773
H -2.4604 -1.5956 -0.1099
H -2.1247 -2.9713 0.9380
H -1.3046 -0.0845 1.4861
H 0.0586 0.8405 -0.2245
H -0.5103 -0.0571 -2.9828
H -1.0643 1.5052 -2.3267
H 0.9175 0.9825 -4.8184
H 2.0799 2.2428 -4.4078
H 0.1447 3.1405 -5.6052
H -0.9579 2.5307 -4.3796
H 1.2464 4.5754 -3.8626
H 0.0291 4.0500 -2.6985
H -0.6127 6.2203 -3.6899
H -1.7698 4.9736 -4.1587
H -0.5509 5.5216 -5.3085
*
```

A structure of composition C28H42BrN3NiP2. Source: the Open Molecules 2025 dataset; level of theory: wB97M-V/def2-TZVPD.

Values from the calculation:
- HOMO-LUMO gap (spin up / spin down) (hartree) = 0.247 / 0.187
- M (g mol⁻¹) = 621.2
- calculated total energy (eV) = -163828.303
- <S²> = 2.01
- ΔE to the lowest compared entry with this formula, charge and spin (kJ/mol) = 305.2

Structure (ORCA input):
```
! RIJCOSX wB97M-V def2-TZVPD def2/J DEFGRID3
* xyz 2 3
C -0.7222 6.7534 -3.4731
C -0.7802 5.3939 -3.9120
C -1.2144 5.1853 -5.2468
C -1.3948 6.2984 -6.0805
N -1.2504 7.5436 -5.6821
C -0.9353 7.7721 -4.4238
C -0.5140 4.2730 -3.0946
C -0.3346 3.5169 -2.1363
C -0.7501 2.9273 -0.8990
C -0.0184 2.6367 0.2472
C -0.4726 1.7472 1.1822
C -1.7931 1.2630 1.2684
C -2.5986 1.5327 0.0515
C -2.0958 2.4924 -0.8959
Ni -0.3198 -0.8953 -0.6584
P 1.7098 -1.2407 1.1858
H -1.3867 4.1723 -5.6057
H -0.5086 7.0069 -2.4328
H -1.6503 6.1279 -7.1033
H -0.8256 8.7969 -4.1394
H -2.7528 2.8296 -1.6844
H 0.9349 3.1060 0.3826
H -3.6040 1.2107 -0.1097
H 0.1971 1.2995 1.8685
C 1.9498 -2.7946 2.2875
C 2.8246 -3.9452 1.7742
H 0.9459 -3.1760 2.5317
H 2.3487 -2.4210 3.2458
H 2.9433 -4.7008 2.5715
H 2.3928 -4.4451 0.9135
H 3.8420 -3.6084 1.5147
C 2.3110 -1.5632 -0.5571
C 2.9227 -0.3589 -1.2490
H 1.3812 -1.7358 -1.1284
H 2.9054 -2.4962 -0.6044
H 2.8499 -0.5464 -2.3247
H 2.3228 0.5288 -1.0376
H 3.9678 -0.1851 -0.9813
C 3.1833 -0.3593 1.8925
C 4.6125 -0.8842 1.7328
H 2.9691 -0.2808 2.9678
H 3.1154 0.6592 1.4803
H 5.3135 -0.0363 1.8484
H 4.8889 -1.6104 2.5072
H 4.7875 -1.3207 0.7445
Br -2.6680 0.8756 2.9235
P -1.7666 -2.5040 -0.0617
C -0.2390 -3.3989 -0.4992
C -0.0578 -4.8581 -0.9819
H 0.4832 -3.2787 0.3440
H 0.1910 -2.8680 -1.4000
H 0.9883 -5.0589 -1.2391
H -0.3579 -5.5813 -0.2367
H -0.6353 -5.0071 -1.8942
C -2.7526 -2.9567 1.3572
C -4.1660 -3.4511 0.9892
H -2.8183 -2.0854 2.0308
H -2.2414 -3.7584 1.9401
H -4.7984 -3.6759 1.8205
H -4.6830 -2.7377 0.3709
H -4.0638 -4.3695 0.4240
C -2.3817 -1.3680 -1.3288
C -2.7746 -1.6774 -2.8257
H -1.5740 -0.4768 -1.4942
H -3.2648 -0.8334 -0.9201
H -3.1404 -0.7442 -3.3164
H -1.9437 -2.0245 -3.4496
H -3.5966 -2.4055 -2.8708
N 1.2695 1.6392 4.9480
C 0.3362 0.7525 5.5342
C -0.0648 -0.1337 4.5440
N 0.6908 0.0999 3.4358
C 1.4016 1.2102 3.6719
H 1.7568 2.4558 5.3280
H 0.0856 0.7999 6.5785
H -0.8684 -0.8543 4.5670
H 1.9568 1.8052 2.9724
*
```